Formula: C3H10OS
Source: the OMol25 dataset
Level of theory: ωB97M-V with the def2-TZVPD basis set

Output
Strongest force on any atom (eV Å⁻¹): 1.05
Net charge: 0
HOMO level (eV): -9.0
Energy relative to the best compared isomer or geometry (same formula, charge and spin) (eV): 0.606
LUMO energy (Eh): 0.03226
Spin multiplicity: 1

Each line ends with the Mulliken charge.
Positions of all 15 atoms, in Å:
C (2.13541, 0.09932, -1.10680)  -0.743
S (1.12668, -0.52716, 0.21553)  -0.121
C (0.76379, 1.04845, 1.06489)  -0.923
H (1.86662, -0.37258, -2.05214)  0.313
H (3.20182, 0.01560, -0.91642)  0.295
H (1.89169, 1.14982, -1.28054)  0.240
H (-0.02453, 0.93899, 1.80235)  0.314
H (1.66671, 1.49123, 1.47204)  0.349
H (0.36007, 1.70481, 0.29087)  0.316
C (-2.83781, -0.10819, 0.43675)  -0.384
O (-2.12613, -0.03818, -0.79144)  -0.487
H (-3.60040, 0.67095, 0.42444)  0.231
H (-3.32040, -1.08238, 0.55143)  0.234
H (-2.19092, 0.06798, 1.29654)  0.114
H (-1.20283, -0.28134, -0.63454)  0.252

***

Formula: C4H8N2O3
Source: the OMol25 dataset
Level of theory: ωB97M-V with the def2-TZVPD basis set

Output
Strongest force on any atom (eV Å⁻¹): 4.32
Net charge: 0
HOMO level (eV): -8.3
Energy relative to the best compared isomer or geometry (same formula, charge and spin) (eV): 4.818
LUMO energy (Eh): 0.02149
Spin multiplicity: 1

Each line ends with the Mulliken charge.
Positions of all 17 atoms, in Å:
C (1.45227, 0.13306, -0.95867)  -0.405
C (-1.76888, -0.50962, 0.88857)  -0.988
N (-0.65712, -0.53184, -0.03653)  0.197
C (1.80006, -0.48227, 0.37542)  0.354
C (0.21887, 0.63227, -0.18018)  0.451
N (-0.44760, 1.80840, -0.53603)  -0.568
O (-0.54939, -1.71633, -0.77778)  -0.450
O (2.64983, -1.13537, 0.86319)  -0.472
O (0.92796, 0.63341, 1.08662)  -0.487
H (-0.17384, -2.37804, -0.17137)  0.338
H (0.09598, 2.39218, -1.15726)  0.249
H (-0.77430, 2.33569, 0.26135)  0.260
H (2.11911, 0.92570, -1.28650)  0.387
H (1.31415, -0.58353, -1.76573)  0.221
H (-1.97614, 0.47944, 1.28590)  0.306
H (-1.56756, -1.16018, 1.74562)  0.272
H (-2.66343, -0.84295, 0.36339)  0.336

***

Formula: H5NO2Si
Source: the OMol25 dataset
Level of theory: ωB97M-V with the def2-TZVPD basis set

Output
Strongest force on any atom (eV Å⁻¹): 3.40
Net charge: 0
HOMO level (alpha / beta) (eV): -5.7 / -10.8
Energy relative to the best compared isomer or geometry (same formula, charge and spin) (eV): 0.000
LUMO energy (alpha / beta) (Eh): 0.02548 / -0.04345
Spin multiplicity: 3

Each line ends with the Mulliken charge.
Positions of all 9 atoms, in Å:
N (-1.17564, -1.18812, -1.52822)  -0.501
O (1.76468, 0.92809, 0.53393)  -0.360
O (-0.61167, 0.99875, 1.43729)  -0.474
Si (0.47339, 0.02401, 0.73374)  0.223
H (-1.48747, -0.35842, -2.02616)  0.266
H (-0.52622, -1.74087, -2.07555)  0.246
H (2.13873, 1.65902, 0.95413)  0.301
H (-1.55249, 1.05885, 1.03812)  0.382
H (0.97669, -1.38132, 0.93274)  -0.082

***

Formula: C4H6N2O
Source: the OMol25 dataset
Level of theory: ωB97M-V with the def2-TZVPD basis set

Output
Strongest force on any atom (eV Å⁻¹): 1.17
Net charge: 0
HOMO level (eV): -9.6
Energy relative to the best compared isomer or geometry (same formula, charge and spin) (eV): 3.300
LUMO energy (Eh): 0.01394
Spin multiplicity: 1

Each line ends with the Mulliken charge.
Positions of all 13 atoms, in Å:
C (1.69831, -0.44786, 1.46619)  -1.230
C (0.72489, 0.11816, 0.45378)  -0.182
O (-0.45570, -0.71682, 0.51064)  -0.096
C (-1.42346, -0.74857, -0.37882)  -0.391
N (-1.26035, 0.19515, -1.36901)  -0.027
C (-2.12536, 0.17936, -2.41168)  0.406
N (-2.83545, 0.17316, -3.32647)  -0.390
H (1.96791, -1.47235, 1.19466)  0.309
H (2.61213, 0.15301, 1.50239)  0.381
H (1.24707, -0.46100, 2.46186)  0.320
H (1.15665, 0.08315, -0.55480)  0.313
H (0.44522, 1.15223, 0.69180)  0.325
H (-0.52611, 0.89831, -1.41419)  0.260

***

Question: What is the formula in the third record?
Answer: H5NO2Si